[1]
Here is 2 unconnected molecules or ions with the total composition H4N2O3Si in a non-equilibrium geometry from the OMol25 dataset. Energies are from ωB97M-V with the def2-TZVPD basis set.

The HOMO energy (spin up / spin down) is -11.001 / -8.030 eV. Its multiplicity is 1. The calculation puts the molar mass at 108.13 g mol⁻¹. The value obtained for the energy above the lowest of the compared OMol25 structures with the same formula, charge and spin is 4.723 eV. As for the total energy: -17060.043 eV. As for the total charge: 0.

Each line ends with the Löwdin charge.
Element x y z (Å)
O 2.033 -2.054 1.673  0.00
N -1.598 -0.987 -0.419  0.04
H 2.198 0.670 -1.558  0.08
H 1.317 0.962 1.784  -0.04
O 1.976 1.052 -0.704  -0.18
O 2.569 -1.825 -0.430  0.00
Si 1.440 0.244 0.553  0.73
H -1.976 -1.243 0.491  -0.05
N 2.100 -1.414 0.632  -0.52
H -2.018 -0.091 -0.664  -0.05

=====

[2]
Here is a molecular structure, C28H25Cl2EuN9O2SSi in a non-equilibrium geometry from the OMol25 dataset. Energies are from ωB97M-V with the def2-TZVPD basis set.

The HOMO energy (spin up / spin down) is -2.384 / -4.016 eV. Its multiplicity is 7. The calculation puts the molar mass at 802.59 g mol⁻¹. The value obtained for the energy above the lowest of the compared OMol25 structures with the same formula, charge and spin is 3.722 eV. As for the expectation value of S²: 12.022. As for the total energy: -110037.223 eV. As for the total charge: -1.

Each line ends with the Mulliken spin population.
Element x y z (Å)
C 2.743 -0.198 3.297  0.12
C -0.572 2.079 2.685  -0.01
C -2.644 -0.934 1.983  0.01
H -1.370 0.090 -3.764  0.00
H 3.168 -0.408 4.267  0.01
C 0.172 2.957 1.791  0.01
H 5.053 0.993 -0.288  0.00
H 4.681 1.809 -2.689  0.01
H 0.584 -2.134 -3.929  -0.01
C 1.092 3.842 2.392  0.00
C 1.343 -1.670 -3.287  0.09
N -0.911 1.861 -2.200  -0.01
H 1.946 1.817 -3.041  0.00
H -4.251 -3.017 -4.478  0.00
C -3.144 -1.632 -1.597  0.02
H -1.651 0.931 4.723  0.00
Eu -0.628 0.403 -0.305  4.24
C 1.544 4.706 0.202  0.00
N 3.500 0.326 2.248  0.12
C -1.989 0.144 2.730  -0.01
H 2.515 5.390 2.026  0.00
C -2.770 -1.436 -4.308  0.00
O -4.267 -2.490 0.265  0.00
C 2.624 0.505 1.162  0.12
H 1.456 -0.627 -3.612  0.00
C -3.369 -1.738 -0.143  -0.01
H -0.374 -3.844 -0.468  -0.01
C 2.514 1.553 -2.155  -0.06
C -3.439 -1.874 4.074  0.00
Si 0.839 -1.858 -1.462  0.46
H 2.361 -2.493 0.453  0.00
C -3.879 -2.468 -2.447  -0.01
C 2.899 0.955 -0.068  0.19
H 3.236 -1.543 -0.760  -0.02
H 2.299 -2.179 -3.446  0.01
H 2.048 5.392 -0.466  0.00
H 0.595 -0.693 3.372  0.00
H -2.594 -1.321 -5.370  0.00
H -3.819 -2.730 2.182  0.00
C 1.789 4.709 1.594  0.00
C -0.720 2.545 -3.130  0.01
N 4.155 1.196 -0.668  0.11
C 2.481 -2.327 -0.626  0.13
C -2.826 -0.816 4.806  0.00
C -3.693 -2.376 -3.806  0.00
N -2.534 -0.933 0.638  0.00
N 1.888 1.212 -1.011  0.11
N -2.252 -0.721 -2.084  0.00
H -1.025 -3.437 -2.063  -0.02
C -0.098 -3.513 -1.478  0.11
H 0.542 -4.277 -1.934  0.02
C 3.891 1.563 -1.996  0.13
C 1.456 -0.327 2.825  -0.05
O -0.444 2.268 3.908  0.00
C -2.084 -0.645 -3.416  0.01
H -4.574 -3.164 -2.004  0.00
Cl -2.950 -0.737 6.531  0.00
C -3.343 -1.925 2.712  0.00
C 0.648 3.790 -0.307  0.01
H 0.460 3.748 -1.372  0.00
C -2.123 0.147 4.159  0.00
N -1.311 1.052 2.044  0.00
N 1.356 0.084 1.533  0.12
H 1.208 3.813 3.463  0.00
H 4.461 0.585 2.290  -0.01
Cl -4.311 -3.125 4.886  0.00
H 2.852 -3.252 -1.084  0.01
N -0.014 2.904 0.443  -0.01
S -0.425 3.492 -4.420  0.00

=====

[3]
Here is 13 unconnected molecules or ions with the total composition C12H49NO13 in a non-equilibrium geometry from the OMol25 dataset. Energies are from ωB97M-V with the def2-TZVPD basis set.

The HOMO energy is -8.284 eV. Its multiplicity is 1. The calculation puts the molar mass at 415.52 g mol⁻¹. As for the total energy: -41344.209 eV. As for the total charge: 0.

Each line ends with the Löwdin charge.
Element x y z (Å)
H 0.913 3.083 -0.766  0.10
H -3.042 0.793 -0.097  0.07
H 2.117 4.500 -4.273  0.06
C 1.097 0.187 2.327  -0.02
C -0.249 0.823 -2.117  -0.03
O -0.343 -1.107 0.142  -0.03
H 5.551 0.585 4.603  0.08
H 0.085 -0.216 -2.139  0.07
H -4.109 0.974 3.448  0.05
H 2.071 -0.242 -0.541  0.08
H 0.076 0.094 2.719  0.07
C -2.437 0.508 -0.958  -0.02
C 2.106 0.675 0.048  -0.01
H 2.668 -4.131 4.138  0.08
H 1.930 0.847 -4.704  0.03
C -1.136 2.526 -0.480  -0.13
H -0.104 2.486 1.978  0.12
O -3.775 0.814 2.557  -0.05
H -1.361 3.026 -1.426  0.12
H 2.892 -2.625 3.245  0.06
H -1.123 -1.386 0.645  0.06
H 1.605 0.804 3.068  0.08
C -0.999 0.989 -0.766  -0.47
H 4.869 0.882 2.998  0.07
H 0.620 1.450 -2.304  0.04
H -3.749 -0.182 -5.417  0.05
H 2.408 1.913 -3.714  -0.01
H -2.471 -0.576 -1.093  0.08
H 1.483 -4.456 -2.461  0.08
H -1.472 1.547 3.860  0.02
N -0.370 0.294 0.336  -0.08
H -0.708 -1.063 -4.464  0.05
O -5.442 1.725 -2.858  -0.08
O 2.504 0.969 -3.944  -0.08
H 0.090 -2.737 -1.214  0.06
H 0.881 3.613 -4.408  0.06
O 5.672 -1.013 3.373  -0.13
H -2.901 0.955 -1.835  0.06
H -2.766 -0.489 3.243  -0.02
C 0.646 2.304 1.201  -0.14
H -2.008 -3.734 1.622  0.08
H -0.014 4.163 0.332  0.12
H -2.137 -1.827 2.793  -0.02
O 1.839 3.577 -4.303  -0.04
H 1.984 -2.824 -2.360  0.08
H 3.953 -0.152 4.113  0.06
H -3.005 -3.137 0.630  0.08
O -1.463 -1.537 -4.100  -0.06
H -1.072 -2.206 -3.514  0.02
H 3.019 0.867 0.612  0.08
O 1.657 -4.086 2.361  -0.13
O -2.166 -1.206 3.535  -0.08
H 1.622 2.682 1.514  0.12
C 4.955 0.147 3.796  -0.15
H -4.959 1.107 -3.432  -0.01
H 1.511 -0.821 2.350  0.07
H 3.675 -4.054 2.622  0.08
C 1.153 -3.448 -2.719  -0.14
O -2.254 -2.907 1.190  -0.03
O -0.057 -3.046 -2.119  -0.14
H -0.901 1.013 -2.973  0.08
H -3.017 -0.601 -4.132  0.01
O -1.977 2.160 4.410  -0.03
H -4.527 0.433 2.083  0.08
O -3.621 0.078 -4.500  -0.08
H 0.895 -3.534 2.541  0.06
H 5.686 -1.600 4.132  0.07
C 0.850 0.808 0.949  -0.49
C 2.782 -3.708 3.137  -0.15
H -1.938 2.695 0.242  0.12
C 0.149 3.132 0.015  -0.18
H -4.758 2.256 -2.441  0.01
H 2.150 1.430 -0.744  0.06
H 1.153 -3.250 -3.790  0.08
H -2.884 1.988 4.193  -0.01

=====

[4]
Here is C2H3NP2 in the gas phase in a non-equilibrium geometry from the OMol25 dataset. Energies are from ωB97M-V with the def2-TZVPD basis set.

The HOMO energy (spin up / spin down) is -9.649 / -9.650 eV. Its multiplicity is 1. The calculation puts the molar mass at 103.00 g mol⁻¹. The value obtained for the energy above the lowest of the compared OMol25 structures with the same formula, charge and spin is 4.922 eV. As for the total energy: -22183.941 eV. As for the total charge: 0. The SMILES is N#C[PH]#CP.

Each line ends with the Löwdin charge.
Element x y z (Å)
C 0.177 0.276 -0.321  -0.76
H -1.897 -0.359 -0.238  -0.11
N 5.038 -0.463 0.311  0.00
P 1.961 0.294 -0.462  0.74
C 3.972 -0.270 0.032  -0.44
H 2.402 1.660 -0.300  -0.06
H -0.424 -1.307 1.263  -0.03
P -0.748 -1.150 -0.223  0.65